# 1
The following is a DFT calculation (wB97M-V/def2-TZVPD) of C3H2O2 in the gas phase.

Last column: Löwdin charge in e.
Geometry (Å):
1 C -1.33 -0.01 -0.02  0.087
2 C 0.06 -0.07 0.07  -0.115
3 O 0.98 1.07 0.00  0.145
4 C 1.45 -0.19 0.04  -0.450
5 O 2.45 -0.83 -0.02  0.166
6 H -1.84 1.03 -0.14  0.114
7 H -1.79 -0.99 0.05  0.052

- E_LUMO (eV) = 0.0
- HOMO level (Eh) = -0.382



# 2
The following is a DFT calculation (wB97M-V/def2-TZVPD) of C16H20N4O4S2 in the gas phase.

Last column: Löwdin charge in e.
Geometry (Å):
1 C 4.97 -1.16 2.52  -0.056
2 C 4.77 0.34 2.56  -0.206
3 O 4.30 0.82 1.29  -0.032
4 C 5.21 1.07 0.36  -0.511
5 O 6.40 0.99 0.51  0.114
6 C 4.56 1.49 -0.95  -0.090
7 C 3.12 1.11 -1.04  -0.506
8 C 2.04 1.91 -1.15  -0.180
9 N 0.83 1.29 -1.19  0.053
10 C 0.98 0.01 -1.10  -0.569
11 N -0.07 -0.86 -1.12  0.103
12 C 0.08 -2.20 -0.95  -0.554
13 O 1.15 -2.74 -0.81  0.008
14 C -1.25 -2.94 -1.00  -0.339
15 S -2.26 -2.75 0.51  1.017
16 C -3.04 -1.19 0.29  -0.613
17 N -2.66 -0.38 -0.65  0.058
18 C -3.23 0.86 -0.74  -0.238
19 C -2.61 1.70 -1.81  -0.007
20 C -4.24 1.25 0.09  -0.105
21 C -4.89 2.61 0.07  -0.198
22 C -4.05 3.63 0.84  -0.079
23 C -4.71 0.35 1.12  -0.406
24 O -5.59 0.55 1.93  0.080
25 N -4.02 -0.89 1.15  0.143
26 S 2.62 -0.56 -0.96  1.168
27 H 5.76 -1.42 1.83  0.078
28 H 5.24 -1.52 3.51  0.077
29 H 4.05 -1.66 2.20  0.076
30 H 3.99 0.63 3.27  0.124
31 H 5.71 0.85 2.80  0.122
32 H 5.14 1.04 -1.76  0.130
33 H 4.65 2.58 -1.04  0.136
34 H 2.05 2.99 -1.21  0.113
35 H -1.04 -0.48 -1.13  0.087
36 H -1.85 -2.61 -1.84  0.090
37 H -1.06 -4.01 -1.06  0.087
38 H -3.12 2.65 -1.93  0.072
39 H -1.56 1.87 -1.57  0.065
40 H -2.64 1.16 -2.76  0.094
41 H -5.04 2.94 -0.96  0.108
42 H -5.86 2.51 0.55  0.111
43 H -3.95 3.32 1.87  0.080
44 H -4.53 4.60 0.81  0.072
45 H -3.05 3.72 0.40  0.070
46 H -4.30 -1.55 1.87  0.153

- E_LUMO (eV) = 0.4
- HOMO level (Eh) = -0.308



# 3
The following is a DFT calculation (wB97M-V/def2-TZVPD) of 5 unconnected molecules or ions with the total composition C34H40BClN4O14S2.

Last column: Löwdin charge in e.
Geometry (Å):
1 C 7.26 0.62 -2.29  -0.085
2 C 5.87 0.40 -1.61  -0.133
3 B 4.83 1.38 -2.23  -0.457
4 O 4.26 1.03 -3.45  0.137
5 C 4.29 2.76 -1.59  -0.327
6 C 2.96 2.54 -0.83  -0.157
7 C 1.93 1.75 -1.65  -0.184
8 C 0.52 2.00 -1.09  -0.227
9 C -0.17 3.18 -1.79  -0.251
10 S -1.23 2.76 -3.17  0.350
11 O -0.46 2.56 -4.36  -0.334
12 O -2.27 3.74 -3.24  -0.338
13 Cl -2.10 0.98 -2.71  0.452
14 C 4.04 3.78 -2.73  -0.151
15 C 5.30 4.22 -3.48  -0.147
16 C 6.53 4.28 -2.60  -0.181
17 O 6.23 4.67 -1.25  -0.201
18 S 5.38 3.61 -0.41  0.672
19 O 6.26 2.69 0.24  -0.250
20 O 4.56 4.41 0.45  -0.259
21 H 7.65 -0.33 -2.65  0.072
22 H 7.17 1.27 -3.17  0.056
23 H 7.98 1.05 -1.60  0.078
24 H 5.94 0.44 -0.53  0.087
25 H 5.54 -0.61 -1.88  0.106
26 H 4.78 1.31 -4.20  0.111
27 H 3.15 2.04 0.11  0.101
28 H 2.53 3.53 -0.63  0.121
29 H 1.93 2.04 -2.69  0.103
30 H 2.15 0.68 -1.62  0.113
31 H -0.08 1.09 -1.16  0.062
32 H 0.56 2.27 -0.03  0.113
33 H -0.81 3.72 -1.10  0.107
34 H 0.55 3.86 -2.23  0.112
35 H 3.31 3.39 -3.44  0.118
36 H 3.60 4.65 -2.25  0.130
37 H 5.10 5.21 -3.89  0.121
38 H 5.53 3.58 -4.33  0.118
39 H 7.24 5.01 -2.99  0.133
40 H 7.04 3.31 -2.57  0.103
41 O 1.48 -1.52 0.52  0.097
42 N 1.73 -0.61 1.27  -0.316
43 O 2.19 0.46 0.92  0.047
44 C 1.48 -0.81 2.70  -0.146
45 C 1.00 -2.03 3.14  0.000
46 C 0.78 -2.21 4.50  -0.055
47 C 1.05 -1.18 5.39  -0.069
48 C 1.52 0.04 4.93  -0.067
49 C 1.75 0.24 3.58  0.001
50 H 0.79 -2.82 2.44  0.120
51 H 0.41 -3.16 4.86  0.111
52 H 0.89 -1.33 6.45  0.104
53 H 1.73 0.84 5.63  0.115
54 H 2.12 1.18 3.21  0.122
55 O -7.74 -4.15 -2.12  0.072
56 N -7.73 -3.71 -3.25  -0.357
57 O -8.49 -4.08 -4.13  0.073
58 C -6.75 -2.67 -3.57  -0.147
59 C -5.86 -2.26 -2.59  0.003
60 C -4.93 -1.29 -2.91  -0.071
61 C -4.89 -0.75 -4.19  -0.075
62 C -5.79 -1.17 -5.15  -0.059
63 C -6.73 -2.14 -4.85  -0.002
64 H -5.90 -2.69 -1.60  0.121
65 H -4.23 -0.96 -2.15  0.080
66 H -4.15 0.01 -4.43  0.074
67 H -5.76 -0.74 -6.15  0.110
68 H -7.43 -2.48 -5.60  0.119
69 O 3.93 -2.70 8.93  0.087
70 N 3.96 -1.98 7.96  -0.346
71 O 3.17 -1.09 7.73  0.059
72 C 5.03 -2.21 6.97  -0.145
73 C 5.93 -3.24 7.18  -0.003
74 C 6.92 -3.46 6.24  -0.064
75 C 7.01 -2.65 5.12  -0.068
76 C 6.10 -1.61 4.93  -0.059
77 C 5.10 -1.39 5.86  -0.001
78 H 5.86 -3.86 8.06  0.120
79 H 7.63 -4.26 6.39  0.108
80 H 7.78 -2.82 4.38  0.108
81 H 6.17 -0.98 4.05  0.110
82 H 4.39 -0.59 5.73  0.109
83 O -9.76 -2.93 2.25  0.079
84 N -10.67 -2.17 1.98  -0.356
85 O -11.33 -1.56 2.79  0.075
86 C -10.98 -1.97 0.55  -0.146
87 C -10.26 -2.67 -0.40  0.005
88 C -10.57 -2.49 -1.73  -0.056
89 C -11.59 -1.61 -2.10  -0.065
90 C -12.29 -0.91 -1.13  -0.068
91 C -11.99 -1.09 0.21  -0.007
92 H -9.48 -3.35 -0.11  0.113
93 H -10.03 -3.03 -2.49  0.079
94 H -11.83 -1.48 -3.15  0.108
95 H -13.08 -0.23 -1.41  0.107
96 H -12.53 -0.55 0.98  0.118

- E_LUMO (eV) = -0.9
- HOMO level (Eh) = -0.365



# 4
The following is a DFT calculation (wB97M-V/def2-TZVPD) of a molecular structure, C72H86AuGe2N3S5Si.

Last column: Löwdin charge in e.
Geometry (Å):
1 Au -0.65 1.38 0.47  0.611
2 C 1.57 1.41 -5.44  -0.037
3 C 2.55 1.41 -4.31  -0.261
4 C 2.64 2.51 -3.46  0.002
5 C 3.53 2.53 -2.40  -0.207
6 C 3.63 3.74 -1.52  -0.036
7 C 4.34 1.42 -2.17  -0.177
8 C 4.30 0.33 -3.04  -0.288
9 C 5.23 -0.84 -2.87  -0.038
10 C 3.40 0.34 -4.10  -0.041
11 C 5.25 1.44 -1.01  -0.228
12 C 6.48 2.08 -1.10  -0.022
13 C 7.30 2.21 0.00  -0.048
14 C 6.89 1.69 1.22  -0.018
15 C 5.68 1.03 1.33  -0.239
16 C 4.87 0.88 0.21  -0.194
17 Ge 3.02 0.10 0.43  0.131
18 S 1.84 1.86 1.00  0.351
19 S 2.13 -1.01 -1.36  0.311
20 Ge 0.88 -2.07 0.23  0.101
21 S -1.03 -1.02 0.56  0.079
22 S 2.42 -1.58 1.88  0.306
23 C 0.62 -4.04 -0.19  -0.185
24 C -0.20 -4.41 -1.26  -0.227
25 C -0.43 -5.75 -1.53  -0.033
26 C 0.16 -6.73 -0.76  -0.054
27 C 1.00 -6.37 0.28  -0.025
28 C 1.23 -5.03 0.57  -0.230
29 C 2.14 -4.78 1.72  -0.204
30 C 3.51 -4.71 1.52  -0.243
31 C 4.08 -4.57 0.14  -0.022
32 C 4.35 -4.75 2.63  -0.021
33 C 3.85 -4.84 3.92  -0.274
34 C 4.76 -4.99 5.11  -0.054
35 C 2.47 -4.82 4.09  -0.006
36 C 1.61 -4.81 3.01  -0.230
37 C 0.12 -4.85 3.19  -0.018
38 C -0.80 -3.39 -2.16  -0.172
39 C -2.11 -2.97 -1.99  -0.237
40 C -2.98 -3.57 -0.94  -0.054
41 C -2.61 -1.99 -2.84  -0.007
42 C -1.83 -1.46 -3.86  -0.259
43 C -2.35 -0.38 -4.77  -0.045
44 C -0.55 -1.96 -4.06  -0.006
45 C -0.03 -2.94 -3.23  -0.232
46 C 1.32 -3.55 -3.50  -0.044
47 C 5.23 0.49 2.63  -0.176
48 C 4.57 1.30 3.55  -0.217
49 C 4.31 2.75 3.28  -0.051
50 C 4.15 0.75 4.76  -0.001
51 C 4.39 -0.57 5.07  -0.260
52 C 3.91 -1.17 6.36  -0.043
53 C 5.08 -1.36 4.16  -0.016
54 C 5.50 -0.85 2.94  -0.243
55 C 6.22 -1.72 1.95  -0.019
56 H 0.70 2.02 -5.20  0.066
57 H 1.23 0.40 -5.66  0.062
58 H 2.03 1.81 -6.35  0.085
59 H 2.00 3.36 -3.64  0.099
60 H 3.01 4.55 -1.89  0.076
61 H 4.66 4.09 -1.47  0.082
62 H 3.31 3.49 -0.51  0.023
63 H 5.69 -0.84 -1.89  0.074
64 H 6.02 -0.80 -3.63  0.090
65 H 4.68 -1.77 -3.01  0.069
66 H 3.36 -0.51 -4.76  0.121
67 H 6.78 2.49 -2.06  0.126
68 H 8.24 2.73 -0.08  0.106
69 H 7.51 1.80 2.10  0.125
70 H -1.06 -6.02 -2.37  0.126
71 H -0.02 -7.78 -0.98  0.105
72 H 1.49 -7.12 0.87  0.127
73 H 3.52 -5.16 -0.58  0.081
74 H 5.12 -4.86 0.11  0.082
75 H 4.01 -3.52 -0.16  0.061
76 H 5.42 -4.74 2.47  0.109
77 H 5.80 -4.86 4.83  0.075
78 H 4.64 -5.98 5.54  0.084
79 H 4.51 -4.26 5.88  0.065
80 H 2.06 -4.86 5.09  0.118
81 H -0.15 -4.69 4.23  0.079
82 H -0.26 -5.82 2.87  0.087
83 H -0.36 -4.09 2.57  0.078
84 H -2.83 -4.65 -0.89  0.076
85 H -4.03 -3.37 -1.14  0.063
86 H -2.73 -3.15 0.04  0.025
87 H -3.62 -1.63 -2.71  0.106
88 H -3.39 -0.16 -4.55  0.070
89 H -2.27 -0.69 -5.81  0.081
90 H -1.77 0.53 -4.64  0.074
91 H 0.05 -1.58 -4.88  0.106
92 H 1.81 -3.03 -4.33  0.074
93 H 1.21 -4.60 -3.76  0.089
94 H 1.95 -3.48 -2.62  0.041
95 H 4.58 3.02 2.26  0.067
96 H 4.87 3.38 3.97  0.090
97 H 3.25 2.97 3.41  0.061
98 H 3.61 1.38 5.46  0.121
99 H 3.47 -0.41 7.00  0.074
100 H 4.74 -1.62 6.90  0.081
101 H 3.17 -1.94 6.17  0.077
102 H 5.28 -2.40 4.39  0.100
103 H 6.49 -2.66 2.41  0.069
104 H 7.11 -1.23 1.58  0.087
105 H 5.57 -1.93 1.10  0.069
106 C -0.62 3.51 0.45  -0.389
107 Si -1.88 4.77 -0.15  0.699
108 C -3.65 4.47 0.58  -0.239
109 N -3.98 3.09 0.61  -0.240
110 C -4.56 2.54 1.80  -0.212
111 C -6.10 2.65 1.79  -0.169
112 C -6.65 1.97 0.54  -0.215
113 C -6.00 2.59 -0.69  -0.169
114 C -4.47 2.48 -0.60  -0.200
115 C -1.35 6.49 0.49  -0.229
116 C -0.04 6.92 0.30  -0.099
117 C 0.39 8.15 0.76  -0.088
118 C -0.48 8.99 1.43  -0.094
119 C -1.79 8.58 1.64  -0.091
120 C -2.21 7.35 1.18  -0.099
121 C -1.97 4.96 -2.04  -0.243
122 C -3.08 5.49 -2.69  -0.101
123 C -3.06 5.78 -4.05  -0.086
124 C -1.91 5.54 -4.79  -0.088
125 C -0.81 4.98 -4.16  -0.089
126 C -0.85 4.68 -2.81  -0.100
127 H -0.39 3.72 1.49  -0.004
128 H 0.31 3.71 -0.08  -0.071
129 H -4.38 5.05 0.00  0.078
130 H -3.66 4.86 1.60  0.081
131 H -4.15 3.06 2.67  0.119
132 H -4.28 1.49 1.85  0.027
133 H -6.40 3.70 1.80  0.110
134 H -6.49 2.17 2.69  0.109
135 H -7.73 2.07 0.50  0.108
136 H -6.40 0.91 0.59  0.059
137 H -6.27 3.65 -0.74  0.106
138 H -6.36 2.11 -1.60  0.104
139 H -4.00 2.96 -1.46  0.108
140 H -4.19 1.42 -0.59  0.076
141 H 0.66 6.28 -0.21  0.093
142 H 1.42 8.46 0.60  0.101
143 H -0.15 9.96 1.78  0.101
144 H -2.48 9.23 2.17  0.101
145 H -3.23 7.06 1.36  0.089
146 H -3.99 5.70 -2.14  0.093
147 H -3.93 6.20 -4.53  0.102
148 H -1.88 5.80 -5.83  0.102
149 H 0.09 4.78 -4.74  0.094
150 H 0.01 4.24 -2.34  0.079
151 C -7.90 -2.81 -1.91  -0.081
152 C -7.74 -1.86 -0.73  -0.244
153 N -6.33 -1.71 -0.39  -0.010
154 C -5.77 -1.72 0.84  -0.847
155 S -4.36 -0.86 1.09  0.676
156 N -6.33 -2.39 1.88  -0.019
157 C -6.86 -3.74 1.81  -0.246
158 C -5.82 -4.74 2.29  -0.071
159 H -8.94 -2.88 -2.20  0.072
160 H -7.54 -3.80 -1.66  0.067
161 H -7.33 -2.46 -2.76  0.072
162 H -8.28 -2.22 0.14  0.109
163 H -8.14 -0.87 -0.98  0.116
164 H -5.79 -1.18 -1.05  0.110
165 H -5.78 -2.24 2.72  0.104
166 H -7.14 -3.97 0.78  0.098
167 H -7.75 -3.80 2.43  0.115
168 H -4.93 -4.68 1.67  0.073
169 H -6.21 -5.75 2.25  0.074
170 H -5.53 -4.52 3.32  0.076

- E_LUMO (spin up / spin down) (eV) = -2.7 / -2.7
- HOMO level (spin up / spin down) (Eh) = -0.268 / -0.268



# 5
The following is a DFT calculation (wB97M-V/def2-TZVPD) of 4 unconnected molecules or ions with the total composition C31H50Br2FN3O9.

Last column: Löwdin charge in e.
Geometry (Å):
1 C -2.73 -0.36 3.61  0.136
2 C -1.90 -0.73 2.51  -0.010
3 C -0.98 -1.08 1.20  -0.257
4 C -1.13 -2.68 0.89  -0.630
5 Br -2.46 -3.15 -0.53  0.706
6 C -1.47 -3.61 2.22  -0.673
7 C -3.08 -3.91 2.41  -0.220
8 Br -0.65 -5.43 1.81  0.581
9 C 0.56 -0.94 1.85  -0.215
10 O 1.39 -1.89 2.30  -0.018
11 N 0.70 0.58 1.81  0.064
12 C -0.16 1.31 0.80  -0.194
13 C -1.19 2.50 1.30  -0.094
14 C -0.48 3.76 2.03  -0.168
15 N -0.56 3.85 3.52  -0.128
16 C 0.59 3.24 4.26  -0.214
17 C 1.81 4.39 4.25  -0.114
18 C -1.91 3.58 4.12  -0.289
19 C -3.24 4.27 3.39  -0.026
20 O -2.18 2.79 5.18  -0.091
21 C -0.81 0.00 -0.02  -0.139
22 C 0.08 -0.60 -1.28  -0.108
23 O 1.15 0.30 -1.74  -0.182
24 C 2.42 0.07 -1.04  -0.150
25 C 3.61 0.02 -2.17  -0.157
26 O 4.42 1.24 -2.28  -0.202
27 C 5.14 1.56 -1.04  -0.264
28 C 6.10 0.36 -0.46  -0.120
29 C -2.27 0.40 -0.72  -0.193
30 O -3.47 0.05 -0.19  -0.012
31 N -2.37 1.26 -2.00  0.100
32 C -3.48 2.28 -1.89  -0.182
33 O -4.80 2.02 -2.08  0.018
34 F -3.18 3.74 -1.61  -0.035
35 H -3.10 -0.19 4.73  0.087
36 H -0.08 -3.08 0.50  0.086
37 H -0.93 -3.25 3.20  0.104
38 H -3.24 -4.18 3.57  0.102
39 H -3.69 -2.93 2.13  0.073
40 H -3.45 -4.79 1.73  0.055
41 H 1.67 0.96 1.92  0.128
42 H 0.66 1.95 0.22  0.155
43 H -2.06 1.97 1.87  0.106
44 H -1.67 2.93 0.29  0.123
45 H 0.66 3.83 1.72  0.137
46 H -0.99 4.75 1.59  0.135
47 H 0.41 3.00 5.40  0.126
48 H 1.07 2.29 3.78  0.100
49 H 1.25 5.43 4.06  0.090
50 H 2.57 4.22 3.36  0.074
51 H 2.34 4.50 5.29  0.074
52 H -2.93 5.03 2.56  0.075
53 H -3.83 3.35 2.92  0.102
54 H -3.91 4.73 4.25  0.095
55 H -0.66 -0.73 -2.21  0.145
56 H 0.54 -1.65 -1.09  0.139
57 H 2.54 0.95 -0.25  0.108
58 H 2.49 -0.93 -0.43  0.135
59 H 3.05 -0.09 -3.22  0.121
60 H 4.25 -0.97 -2.06  0.132
61 H 4.46 1.97 -0.16  0.112
62 H 5.87 2.46 -1.30  0.132
63 H 5.46 -0.25 0.33  0.079
64 H 6.42 -0.44 -1.28  0.090
65 H 7.03 0.76 0.15  0.089
66 H -2.68 0.60 -2.75  0.143
67 C -0.51 -0.36 7.80  -0.024
68 C -0.29 -1.43 6.77  -0.494
69 C 0.93 -1.32 5.90  -0.022
70 O -1.09 -2.36 6.63  0.039
71 H -1.44 -0.57 8.35  0.085
72 H 0.32 -0.35 8.51  0.085
73 H -0.61 0.61 7.32  0.079
74 H 1.83 -1.35 6.52  0.087
75 H 0.90 -0.39 5.33  0.076
76 H 0.96 -2.16 5.20  0.076
77 C 3.75 -1.75 -5.87  -0.018
78 C 2.27 -1.55 -5.71  -0.470
79 C 1.38 -2.00 -6.84  -0.033
80 O 1.80 -1.04 -4.70  0.034
81 H 4.27 -1.38 -4.98  0.073
82 H 3.97 -2.82 -5.99  0.088
83 H 4.11 -1.19 -6.74  0.090
84 H 1.49 -3.07 -7.00  0.095
85 H 1.63 -1.45 -7.75  0.095
86 H 0.33 -1.79 -6.59  0.055
87 C -3.30 -2.19 -8.96  -0.024
88 C -2.30 -2.38 -7.85  -0.473
89 C -2.83 -2.52 -6.45  -0.019
90 O -1.09 -2.41 -8.08  0.033
91 H -2.78 -2.10 -9.92  0.086
92 H -3.97 -3.06 -9.01  0.087
93 H -3.88 -1.28 -8.79  0.087
94 H -3.48 -3.40 -6.39  0.089
95 H -3.39 -1.62 -6.17  0.087
96 H -1.99 -2.65 -5.76  0.081

- E_LUMO (eV) = -0.7
- HOMO level (Eh) = -0.350



# 6
The following is a DFT calculation (wB97M-V/def2-TZVPD) of a molecular structure, C4H9N3O.

Last column: Löwdin charge in e.
Geometry (Å):
1 C -2.81 -0.01 0.74  -0.076
2 C 0.24 -0.29 -0.27  -0.423
3 C 1.25 -1.24 0.12  -0.127
4 C 2.60 -0.90 0.30  -0.002
5 H -2.82 -1.26 0.90  0.111
6 H -2.11 0.26 1.57  0.064
7 H -3.87 0.18 0.69  0.041
8 H -2.60 0.03 -1.43  0.148
9 H -0.52 1.60 -0.03  0.116
10 H 2.08 1.35 -0.92  0.193
11 H 0.59 -2.44 0.15  0.204
12 H 3.46 -1.59 0.25  0.043
13 H 3.01 0.32 0.30  0.130
14 N -1.90 0.16 -0.56  -0.199
15 N -0.87 -0.79 -0.64  -0.008
16 N 0.32 1.05 0.22  -0.050
17 O 1.53 1.66 0.01  -0.166

- E_LUMO (eV) = 0.5
- HOMO level (Eh) = -0.312



# 7
The following is a DFT calculation (wB97M-V/def2-TZVPD) of C4H7N3 in the gas phase.

Last column: Löwdin charge in e.
Geometry (Å):
1 C -0.86 -0.84 -0.79  -0.163
2 N -1.42 -0.35 0.34  -0.017
3 N -0.74 0.60 1.18  -0.129
4 C 0.21 1.31 0.49  -0.285
5 C 1.08 0.44 -0.39  -0.325
6 C 1.17 -0.94 0.09  -0.144
7 N 0.51 -0.56 -1.21  0.001
8 H -1.57 -1.29 -1.66  0.155
9 H -1.75 1.18 1.42  0.213
10 H -0.42 2.12 -0.03  0.127
11 H 0.84 1.95 1.19  0.134
12 H 1.94 1.18 -0.79  0.182
13 H 0.65 -1.27 0.96  0.076
14 H 2.27 -1.57 0.38  0.174

- E_LUMO (eV) = 0.9
- HOMO level (Eh) = -0.320



# 8
The following is a DFT calculation (wB97M-V/def2-TZVPD) of C5H10O2 in the gas phase.

Last column: Löwdin charge in e.
Geometry (Å):
1 C -1.29 -1.40 1.28  -0.074
2 C -0.44 -0.15 1.49  -0.256
3 O 0.65 -0.07 0.58  -0.126
4 C 0.46 0.78 -0.53  -0.391
5 C 1.80 0.97 -1.21  -0.025
6 C -0.50 0.15 -1.53  -0.229
7 O -1.34 0.76 -2.15  0.070
8 H -2.04 -1.48 2.07  0.078
9 H -1.82 -1.38 0.32  0.067
10 H -0.65 -2.29 1.31  0.082
11 H -1.06 0.76 1.41  0.123
12 H -0.01 -0.17 2.49  0.119
13 H 0.05 1.75 -0.22  0.153
14 H 1.70 1.65 -2.06  0.091
15 H 2.52 1.38 -0.50  0.088
16 H 2.19 0.01 -1.57  0.089
17 H -0.33 -0.94 -1.68  0.141

- E_LUMO (eV) = 1.0
- HOMO level (Eh) = -0.353



Which relative energy (zero: lowest compared OMol25 entry of this formula, charge and spin) belongs to each record? In order, 35.1; 4.4; 7.7; 53.7; 363.1; 193.5; 132.3; 39.0 kcal per mole.
Which F_max belongs to each record? In order, 5.577; 0.918; 1.711; 2.284; 10.243; 6.759; 7.275; 0.502 eV/A.